Entry 1:
Here is a 13-piece molecular cluster, C50H98O25S10 overall in a non-equilibrium geometry from OMol25. Energies are from the ωB97M-V functional and the def2-TZVPD basis.

E_HOMO: -9.6927 eV
energy: -212974.9343 eV
gap between HOMO and LUMO: 0.3599 Ha
M: 1419.98 g mol⁻¹

ORCA input file:
```
! wB97M-V def2-TZVPD RIJCOSX def2/J DEFGRID3
* xyz 0 1
C -6.41821 -2.21295 1.39641
C -5.03645 -2.31385 2.00225
C -4.06909 -1.17866 1.61556
O -3.46988 -0.77352 2.82325
C -4.13491 -1.33837 3.87500
O -3.89803 -1.06786 5.00418
O -5.06431 -2.19279 3.42035
H -7.10370 -2.96567 1.77925
H -6.34444 -2.25075 0.30797
H -6.87195 -1.23979 1.60605
H -4.53230 -3.23869 1.71603
H -4.55977 -0.34301 1.11561
H -3.36506 -1.59696 0.89460
C 3.65425 0.81450 -6.60987
C 4.10889 -0.17957 -5.55586
O 5.14255 -0.79048 -5.71429
C 3.21908 -0.40845 -4.36541
H 2.60435 1.09643 -6.48025
H 3.65262 0.33303 -7.58735
H 4.23857 1.73139 -6.57955
H 2.37230 -1.01659 -4.69986
H 2.89788 0.56652 -4.00359
H 3.76355 -1.00183 -3.64060
C -4.98606 4.02152 -0.68659
C -3.70802 3.22852 -0.74346
O -2.84488 3.48702 -1.56220
C -3.56895 1.98830 0.12036
H -5.48207 3.71716 0.23606
H -5.60994 3.72682 -1.53167
H -4.80727 5.09134 -0.75002
H -2.51203 1.73746 0.22473
H -4.07502 1.08280 -0.20677
H -3.92746 2.24119 1.12344
C -7.16475 1.30680 -2.63119
C -6.09032 1.79323 -3.61966
C -4.74346 1.23487 -3.22321
S -5.10163 -0.46822 -2.64083
O -4.14313 -0.76816 -1.61279
O -5.22622 -1.32295 -3.79396
C -6.72195 -0.00319 -1.95049
H -8.10031 1.15246 -3.16301
H -7.29858 2.11850 -1.91389
H -6.01811 2.83511 -3.92136
H -6.27959 1.22559 -4.54367
H -4.40613 1.70287 -2.28784
H -3.90854 1.27890 -3.91595
H -6.53350 0.17114 -0.88820
H -7.37385 -0.87503 -1.93789
C -0.82300 0.74841 4.56292
C -0.47594 1.12113 6.02152
C -0.90964 -0.04237 6.90630
S -0.43337 -1.56279 5.99170
O -1.41088 -2.61750 6.15304
O 0.95197 -1.82144 6.30063
C -0.59804 -0.75818 4.34955
H -0.19154 1.34280 3.90695
H -1.86555 0.96218 4.33608
H -0.95672 2.03488 6.36581
H 0.60332 1.25960 6.12610
H -1.99775 0.05653 6.94737
H -0.53791 -0.15236 7.92198
H -1.51576 -1.17845 3.94247
H 0.21101 -1.08722 3.70579
C -0.72912 -1.08855 -1.12744
C 0.57877 -0.36166 -1.51375
C 0.59008 0.95364 -0.75701
S -0.09429 0.51765 0.89362
O -1.02905 1.50204 1.38766
O 0.98535 0.10003 1.77105
C -1.02088 -0.94375 0.36394
H -0.60008 -2.13830 -1.37118
H -1.49345 -0.62068 -1.74589
H 0.62439 -0.06435 -2.56313
H 1.47010 -0.95899 -1.31429
H -0.03281 1.76090 -1.14458
H 1.57615 1.38747 -0.60232
H -2.03555 -0.67039 0.65048
H -0.78682 -1.80513 0.98387
C 2.88403 3.01905 0.95280
C 3.70046 1.84412 1.53656
C 3.51887 1.88123 3.03559
S 3.33581 3.66283 3.47491
O 4.55497 4.16144 4.07346
O 2.04474 3.91849 4.08463
C 3.22018 4.27020 1.72923
H 1.81340 2.87830 1.14938
H 2.95690 2.95391 -0.13181
H 4.74111 1.95903 1.22323
H 3.35651 0.89128 1.13377
H 4.35724 1.55647 3.65358
H 2.64382 1.35242 3.41265
H 4.24040 4.56669 1.47580
H 2.51844 5.08652 1.61009
C 3.16345 -1.61922 2.34852
C 2.46557 -2.42128 3.43708
C 2.38882 -3.86366 2.98600
S 4.11898 -4.13481 2.49277
O 4.19906 -5.07859 1.39629
O 4.96349 -4.28298 3.64801
C 4.39169 -2.43921 1.84986
H 3.49733 -0.65187 2.72288
H 2.56546 -1.43191 1.45573
H 1.45603 -2.03912 3.62340
H 2.90910 -2.26158 4.42307
H 1.83412 -3.78817 2.04810
H 2.03714 -4.57218 3.72612
H 4.36447 -2.49409 0.76559
H 5.36418 -2.14128 2.23225
C -1.00020 -6.50562 3.36935
C -1.07105 -6.69758 1.87867
C -0.69544 -5.38121 1.22289
S -1.41986 -4.11447 2.34304
O -2.61264 -3.48641 1.78456
O -0.29203 -3.29271 2.78053
C -1.83732 -5.26966 3.72868
H 0.00883 -6.35037 3.75891
H -1.41146 -7.36438 3.90203
H -2.08049 -6.96483 1.54267
H -0.46676 -7.50241 1.45755
H -1.01822 -5.17552 0.20658
H 0.38886 -5.30317 1.31030
H -2.88364 -5.53394 3.55740
H -1.74944 -4.71983 4.66163
C 7.77095 -0.93091 -1.96719
C 7.68587 -0.06606 -0.67201
C 6.28981 -0.15590 -0.10283
S 5.11264 -0.26015 -1.47242
O 4.85898 1.03352 -2.05180
O 4.01242 -1.12435 -1.12182
C 6.35573 -1.17331 -2.48264
H 8.24877 -1.88022 -1.72431
H 8.44599 -0.46870 -2.68405
H 7.89236 0.97168 -0.95015
H 8.50408 -0.32499 -0.00338
H 6.00653 0.59890 0.62905
H 6.22651 -1.12236 0.40231
H 6.18408 -0.86137 -3.51240
H 6.11808 -2.22780 -2.34834
C -2.32816 6.37569 1.18782
C -1.75782 5.30298 2.15511
C -0.24835 5.28720 1.91653
S 0.00752 5.53665 0.11348
O 0.27903 4.21405 -0.44509
O 0.92379 6.63673 -0.12747
C -1.72579 6.06615 -0.16489
H -2.04697 7.36670 1.54709
H -3.40777 6.30702 1.05667
H -2.16257 4.32928 1.87238
H -2.09575 5.60522 3.14312
H 0.23962 4.34060 2.12645
H 0.19973 6.18885 2.33356
H -2.18822 5.13162 -0.50321
H -1.84225 6.73655 -1.01386
C 2.95512 -6.01717 -2.65646
C 3.53841 -4.71150 -2.01051
C 2.46504 -3.63417 -1.91537
S 1.02731 -4.20654 -2.80701
O 0.51048 -3.21834 -3.72755
O 0.10241 -4.78525 -1.86730
C 1.84449 -5.58723 -3.60208
H 2.47329 -6.64102 -1.90116
H 3.77051 -6.55954 -3.12470
H 4.35762 -4.36550 -2.64616
H 4.05404 -4.91309 -1.07204
H 2.72265 -2.69857 -2.40162
H 1.98538 -3.47222 -0.94785
H 2.27630 -5.26866 -4.55698
H 1.11852 -6.34828 -3.88339
C -0.88779 3.15778 -4.50873
C -1.01333 4.34515 -3.54254
C -2.46402 4.78144 -3.61715
S -2.87004 4.75651 -5.40052
O -2.55484 6.03893 -5.98251
O -4.14046 4.09172 -5.60404
C -1.50395 3.61170 -5.85135
H -1.39824 2.27077 -4.12738
H 0.14678 2.85905 -4.67690
H -0.41275 5.20221 -3.84744
H -0.80357 3.91660 -2.56433
H -2.72428 5.77057 -3.24996
H -3.06548 3.99774 -3.15344
H -0.74765 4.16598 -6.40291
H -1.99285 2.89640 -6.50976
*
```


Entry 2:
Here is C50H99ClF3N11NbO15 as an isolated structure in a non-equilibrium geometry from OMol25. Energies are from the ωB97M-V functional and the def2-TZVPD basis.

E_HOMO: -4.9924 eV
energy: -122777.3383 eV
gap between HOMO and LUMO: 0.2466 Ha
M: 1279.76 g mol⁻¹

ORCA input file:
```
! wB97M-V def2-TZVPD RIJCOSX def2/J DEFGRID3
* xyz -1 1
C 3.01685 -6.18430 0.41818
C 3.98432 -5.88685 -0.50189
C 4.76816 -4.61703 -0.50664
O 5.51226 -4.42327 0.40891
O 4.65216 -3.80342 -1.55680
C 4.71732 -2.37752 -1.22204
C 4.20052 -1.60356 -2.42262
C 3.37571 -0.34585 -2.06381
C 2.06743 -0.21220 -2.87835
C 0.86377 0.27740 -2.03134
C -0.45347 -0.51148 -2.28057
Nb -1.30108 -1.62229 -0.51997
Cl -0.75572 0.19740 1.09765
C -3.32503 -0.73128 -0.72148
C -4.18806 -1.15717 -1.93481
C -4.37283 -2.64073 -2.18224
O -4.60677 -3.02668 -3.30003
N -4.29477 -3.55032 -1.08208
C -4.03745 -4.91970 -1.45844
C -2.80383 -5.49756 -1.18735
C -2.54493 -6.83050 -1.49801
C -3.51698 -7.62967 -2.08918
C -4.74911 -7.05100 -2.37856
C -5.00348 -5.72560 -2.05689
C -1.78881 -2.94115 1.28497
O -3.16714 -2.82543 1.68662
O -3.23517 -2.67938 3.10885
C 0.84020 -2.60255 -0.28832
F 1.79585 -1.89484 0.38202
F 1.36438 -2.89999 -1.52106
F 0.84080 -3.83999 0.32737
H 2.05920 -5.67921 0.44714
H 3.19267 -6.97730 1.14373
H 4.22649 -6.59971 -1.29109
H 4.13413 -2.21942 -0.32005
H 5.76559 -2.16051 -1.02838
H 5.06446 -1.29064 -2.99536
H 3.60428 -2.24090 -3.06996
H 4.00153 0.51357 -2.30679
H 3.19492 -0.29774 -0.99066
H 2.27839 0.53202 -3.64497
H 1.85677 -1.16404 -3.35671
H 0.69495 1.31902 -2.31439
H 1.17795 0.30237 -0.99032
H -1.21937 0.20240 -2.60082
H -0.27703 -1.15520 -3.14450
H -1.65525 -2.97177 -1.63672
H -3.15810 0.34467 -0.83325
H -3.94416 -0.83640 0.17122
H -3.88044 -0.72360 -2.87638
H -5.19806 -0.77526 -1.75003
H -5.15869 -3.55029 -0.55068
H -2.01162 -4.93008 -0.72807
H -1.58021 -7.24455 -1.24187
H -3.27160 -8.65879 -2.30670
H -5.49751 -7.66383 -2.86364
H -5.97231 -5.29530 -2.27737
H -1.17983 -2.55239 2.10419
H -1.53527 -4.00241 1.20560
H -2.95348 -1.76727 3.27561
C 1.83113 2.22150 3.48434
O 2.10581 3.32421 3.95259
N 2.64279 1.16337 3.50506
C 2.24410 -0.10974 2.92545
C 3.95605 1.29893 4.12120
H 0.86695 2.01780 2.99164
H 2.25487 -0.88519 3.69469
H 2.93455 -0.38707 2.12859
H 1.23856 -0.02425 2.51577
H 3.83994 1.58310 5.16871
H 4.51641 2.08265 3.61625
H 4.49424 0.35668 4.05483
C -0.34465 7.38033 2.35552
O -0.83322 8.41885 1.93420
N -0.26692 7.03994 3.64808
C 0.32474 5.78191 4.08235
C -0.78976 7.96043 4.64464
H 0.08335 6.61959 1.68183
H -0.41454 5.19468 4.62993
H 1.17462 5.98213 4.73500
H 0.66899 5.20347 3.23089
H -1.85279 8.13552 4.46649
H -0.26953 8.91765 4.58068
H -0.65143 7.53914 5.63673
C 6.37528 0.56837 -4.73999
O 5.19843 0.29510 -4.63739
N 6.90698 1.77504 -4.45263
C 8.32138 2.04877 -4.58935
C 6.01840 2.82816 -3.98899
H 7.12518 -0.16738 -5.08110
H 8.74086 2.34241 -3.62443
H 8.47843 2.85958 -5.30474
H 8.84228 1.16157 -4.94342
H 5.51687 2.51492 -3.07270
H 5.25537 3.02852 -4.74190
H 6.59047 3.73331 -3.79985
C 0.09078 -10.13361 -0.67785
O -0.31305 -9.50538 -1.63667
N 1.38320 -10.23275 -0.31285
C 1.81676 -10.99902 0.83812
C 2.39059 -9.54325 -1.10076
H -0.58990 -10.69236 -0.01211
H 2.32316 -10.33606 1.54117
H 2.51191 -11.77663 0.51896
H 0.96807 -11.46360 1.33518
H 2.18242 -8.47268 -1.10035
H 2.35727 -9.90073 -2.13123
H 3.37783 -9.72408 -0.68028
C -2.72468 2.76329 2.87935
O -2.85722 1.91421 3.73788
N -3.25103 4.00681 2.94969
C -3.06556 4.98274 1.89599
C -4.02710 4.36737 4.12084
H -2.15063 2.58207 1.95553
H -2.55961 5.86655 2.28810
H -4.03426 5.28319 1.48915
H -2.46453 4.55749 1.09448
H -3.41315 4.27343 5.01835
H -4.88099 3.69600 4.22318
H -4.37886 5.39247 4.02630
C -4.98035 2.57748 -3.09896
O -4.48315 1.57935 -2.61828
N -6.17313 2.61078 -3.72349
C -6.71849 3.83064 -4.27382
C -6.93739 1.37398 -3.84729
H -4.48117 3.56333 -3.05912
H -7.67684 4.05974 -3.80008
H -6.87514 3.71828 -5.34922
H -6.03433 4.65998 -4.10207
H -7.14521 0.97584 -2.85184
H -6.35286 0.63708 -4.39738
H -7.87042 1.55646 -4.36803
C -10.35694 0.19705 -5.47557
O -9.15853 0.35585 -5.34249
N -11.26102 0.36822 -4.49350
C -12.67936 0.16369 -4.70435
C -10.78803 0.77111 -3.17838
H -10.80794 -0.10957 -6.43464
H -13.22449 1.08738 -4.49840
H -13.04633 -0.61994 -4.03849
H -12.86646 -0.13343 -5.73397
H -10.26606 1.72622 -3.24758
H -10.08902 0.02903 -2.79166
H -11.63081 0.86626 -2.49871
C 6.32987 4.68555 2.89049
O 6.01719 3.63803 3.42179
N 5.58252 5.80287 2.92333
C 5.99479 7.02741 2.27237
C 4.31331 5.76828 3.64252
H 7.27118 4.80462 2.32467
H 6.08509 7.82971 3.00821
H 5.25622 7.31807 1.52202
H 6.95733 6.88789 1.78353
H 4.48774 5.51517 4.68829
H 3.65937 5.00621 3.21997
H 3.83172 6.74188 3.57772
C 4.76037 -11.18130 2.40803
O 4.33949 -12.32221 2.44858
N 5.85219 -10.78491 1.72985
C 6.29721 -9.40222 1.72236
C 6.60441 -11.77736 0.98191
H 4.26132 -10.35357 2.94023
H 6.30240 -9.01626 0.70148
H 7.30672 -9.33401 2.13201
H 5.63106 -8.78879 2.32474
H 5.96336 -12.24293 0.23239
H 6.96192 -12.55742 1.65496
H 7.45063 -11.30242 0.49233
C 0.62902 12.33777 4.83461
O 1.05555 11.23850 5.13346
N 0.20712 12.69256 3.60795
C -0.29178 14.02032 3.32026
C 0.25510 11.70383 2.53874
H 0.55169 13.15657 5.57183
H -1.32240 13.96238 2.96375
H 0.32273 14.49137 2.54980
H -0.26377 14.63541 4.21766
H -0.35066 10.83786 2.80454
H 1.28269 11.36845 2.39603
H -0.11823 12.13751 1.61488
*
```